# 1
Density functional theory data (ωB97M-V/def2-TZVPD) for 7 unconnected molecules or ions with the total composition C49H107N5O7 at a distorted geometry.

## Properties
SMILES string ... CC1(C)CCCC(C)(C)N1O.CC1(C)CCCC(C)(C)N1O.CC1(C)CCCC(C)(C)N1O.CC1(C)CCCC(C)(C)N1O.CC1(C)CCCC(C)(C)N1O.CCO.CCO
2S+1 ... 1
Electronic energy ... -2731.3925 a.u.

The geometry in XYZ format:
```
168
Properties=species:S:1:pos:R:3:forces:R:3
C -11.757 -11.054 -13.232 -1.3 0.4 -0.4
C -10.931 -9.754 -13.120 0.4 -1.2 0.5
C -9.540 -9.967 -13.701 1.0 0.1 0.6
C -11.678 -8.670 -13.889 -0.2 0.6 -0.6
C -11.361 -7.216 -13.547 0.1 -0.3 0.8
C -11.524 -6.993 -12.032 -0.1 0.0 -1.4
C -10.835 -8.067 -11.190 1.2 0.5 1.1
C -9.363 -7.574 -11.050 0.3 -0.8 -0.2
C -11.429 -8.081 -9.778 -0.1 0.0 0.1
N -10.894 -9.461 -11.684 -1.4 1.5 -0.3
O -10.009 -10.271 -10.947 -0.1 0.1 -0.2
H -12.791 -10.766 -12.992 0.0 0.0 0.0
H -11.832 -11.443 -14.252 0.4 -0.1 0.0
H -11.552 -11.863 -12.537 0.8 0.1 -0.1
H -8.890 -9.128 -13.432 -0.2 0.2 -0.4
H -9.017 -10.791 -13.208 -0.4 -0.2 -0.1
H -9.524 -10.131 -14.777 -0.1 0.1 0.0
H -11.440 -8.809 -14.947 -0.2 -0.2 0.0
H -12.758 -8.817 -13.796 0.0 0.0 0.2
H -10.358 -6.932 -13.873 0.0 -0.1 0.0
H -12.063 -6.537 -14.033 0.1 -0.1 -0.3
H -12.594 -6.828 -11.874 0.0 -0.5 0.5
H -11.035 -6.038 -11.835 -0.1 0.0 0.4
H -9.257 -6.632 -10.514 -0.3 0.1 -0.1
H -8.911 -7.500 -12.041 0.0 0.3 0.0
H -8.750 -8.300 -10.513 -0.2 -0.1 0.0
H -11.572 -7.062 -9.413 0.0 0.0 0.0
H -10.761 -8.595 -9.084 0.0 0.0 0.0
H -12.389 -8.602 -9.747 -0.1 0.1 -0.2
H -10.614 -10.640 -10.287 0.3 -0.5 -0.1
C -18.290 -11.935 -12.114 1.7 -0.4 -0.2
C -18.395 -10.572 -11.403 -1.3 -0.6 -0.4
C -19.797 -10.556 -10.779 -0.4 1.4 0.5
C -17.385 -10.462 -10.285 -0.3 0.0 0.3
C -15.937 -10.312 -10.758 -1.7 0.1 1.0
C -15.863 -9.106 -11.710 0.2 -1.6 0.9
C -16.933 -9.084 -12.816 1.0 0.3 -1.0
C -16.897 -7.640 -13.334 -0.2 0.2 0.3
C -16.431 -10.028 -13.921 -0.3 -1.8 -0.6
N -18.248 -9.414 -12.295 0.3 0.4 1.4
O -19.282 -9.306 -13.223 0.2 -0.3 -0.4
H -17.235 -12.228 -12.208 0.0 0.0 0.1
H -18.733 -12.742 -11.533 -0.4 0.1 -0.1
H -18.595 -11.966 -13.162 -0.7 0.1 0.2
H -19.881 -11.171 -9.881 0.2 -0.6 -0.4
H -20.016 -9.557 -10.379 0.2 0.1 -0.3
H -20.598 -10.754 -11.488 0.1 -0.3 0.0
H -17.677 -9.632 -9.631 0.1 0.3 -0.3
H -17.531 -11.331 -9.633 0.3 -0.2 -0.2
H -15.472 -10.059 -9.802 0.9 -0.3 -0.4
H -15.651 -11.303 -11.111 0.6 0.3 -0.3
H -14.875 -9.178 -12.170 0.0 0.7 -0.2
H -15.937 -8.268 -11.017 0.0 0.4 -0.5
H -15.896 -7.411 -13.703 0.0 -0.1 -0.1
H -17.068 -6.991 -12.473 -0.2 0.1 -0.2
H -17.613 -7.399 -14.118 -0.1 -0.2 0.0
H -17.181 -10.449 -14.606 -0.4 0.7 0.1
H -16.073 -10.986 -13.518 0.3 0.3 0.3
H -15.647 -9.672 -14.589 0.0 0.5 0.3
H -19.199 -10.064 -13.831 0.0 0.1 0.0
C -9.719 -15.103 -10.769 -0.4 0.1 -0.7
C -10.462 -15.782 -11.967 0.7 1.1 0.6
C -11.889 -16.120 -11.519 0.4 -0.4 -0.4
C -10.520 -14.767 -13.130 -0.7 -0.6 -0.5
C -9.191 -14.498 -13.800 0.2 -1.0 0.7
C -8.579 -15.837 -14.239 0.8 1.1 -1.3
C -8.449 -16.915 -13.183 -1.8 -1.2 0.1
C -8.434 -18.284 -13.897 0.8 -0.3 0.3
C -7.287 -16.770 -12.222 0.2 0.3 0.7
N -9.795 -16.968 -12.498 -0.3 -0.2 -0.2
O -9.837 -18.021 -11.544 0.3 0.6 0.1
H -9.394 -15.831 -10.025 0.2 0.1 0.1
H -8.899 -14.502 -11.162 0.3 -0.3 0.3
H -10.366 -14.367 -10.290 -0.2 -0.2 0.1
H -11.918 -16.906 -10.766 0.2 0.2 0.2
H -12.320 -15.198 -11.129 -0.3 -0.1 -0.1
H -12.441 -16.529 -12.367 -0.2 0.3 0.0
H -11.146 -15.262 -13.883 -0.1 0.1 0.0
H -11.039 -13.849 -12.856 0.1 -0.1 0.3
H -9.307 -13.865 -14.677 0.0 0.2 0.1
H -8.506 -14.046 -13.077 0.0 0.4 -0.3
H -7.622 -15.582 -14.717 0.4 -0.3 0.6
H -9.079 -16.216 -15.137 -0.7 -0.2 0.4
H -9.380 -18.482 -14.395 0.0 0.3 -0.2
H -8.314 -19.108 -13.192 0.1 0.2 0.1
H -7.593 -18.348 -14.591 -0.1 0.1 -0.1
H -7.238 -15.760 -11.811 0.3 0.1 -0.4
H -6.338 -17.084 -12.655 0.0 0.3 -0.2
H -7.386 -17.390 -11.325 -0.3 -0.2 -0.2
H -9.369 -17.661 -10.771 -0.1 -0.3 0.0
C -14.866 -16.474 -8.994 -0.2 0.1 -0.1
C -16.373 -16.031 -9.036 1.2 -0.7 -0.1
C -16.476 -14.535 -9.281 -0.5 0.6 -0.2
C -17.138 -16.737 -10.180 -0.3 0.1 0.0
C -17.402 -18.207 -9.903 0.4 0.5 0.6
C -18.155 -18.315 -8.574 0.1 -1.3 -0.8
C -17.410 -17.710 -7.386 0.2 -0.9 -0.7
C -18.351 -17.729 -6.195 0.4 1.4 0.8
C -16.180 -18.582 -7.050 0.7 0.3 0.6
N -17.044 -16.355 -7.784 -1.8 0.6 -0.2
O -16.578 -15.556 -6.727 0.4 -0.3 0.3
H -14.221 -15.746 -9.484 0.0 -0.1 -0.1
H -14.501 -16.594 -7.974 -0.1 0.3 0.1
H -14.700 -17.451 -9.451 -0.1 0.1 -0.2
H -17.518 -14.243 -9.456 -0.1 -0.2 0.1
H -16.144 -13.915 -8.451 0.3 -0.2 0.0
H -15.952 -14.245 -10.194 0.2 -0.1 0.1
H -18.093 -16.206 -10.250 -0.1 -0.1 -0.1
H -16.638 -16.609 -11.143 0.3 0.2 0.2
H -17.917 -18.719 -10.715 -0.2 0.2 0.0
H -16.436 -18.711 -9.801 -0.1 -0.1 -0.1
H -18.262 -19.393 -8.402 -0.1 0.1 0.4
H -19.179 -17.950 -8.678 0.1 0.4 0.1
H -17.866 -17.167 -5.387 0.1 -0.5 0.2
H -18.559 -18.736 -5.848 -0.1 -0.1 -0.1
H -19.266 -17.148 -6.340 -0.1 -0.3 -0.5
H -15.598 -18.908 -7.909 -0.2 0.0 -0.2
H -16.373 -19.465 -6.437 -0.5 0.0 -0.2
H -15.487 -17.990 -6.443 -0.1 0.1 0.0
H -17.324 -14.991 -6.489 0.1 0.1 0.1
C -15.943 -11.874 -6.392 -0.7 0.8 0.5
C -17.132 -11.881 -5.405 -0.4 0.7 0.6
C -17.308 -10.459 -4.826 0.0 -0.2 0.0
C -18.411 -12.272 -6.182 0.6 -0.8 0.4
C -19.621 -12.615 -5.337 -0.1 0.3 0.2
C -19.305 -13.674 -4.263 -0.5 0.9 -0.1
C -17.986 -13.446 -3.491 0.4 -0.4 -0.3
C -18.227 -12.540 -2.286 0.1 0.9 -0.3
C -17.491 -14.830 -3.042 0.1 0.4 0.5
N -16.940 -12.917 -4.391 -0.2 -1.1 -1.2
O -15.685 -12.827 -3.769 -0.1 0.5 0.3
H -15.242 -11.095 -6.091 0.4 -0.4 0.2
H -15.472 -12.851 -6.450 0.1 0.0 -0.3
H -16.348 -11.504 -7.338 0.2 -0.4 -0.3
H -18.181 -10.451 -4.175 -0.1 0.3 -0.2
H -16.470 -10.096 -4.229 0.2 -0.4 0.0
H -17.414 -9.752 -5.653 -0.3 0.1 0.1
H -18.628 -11.533 -6.953 0.0 0.0 -0.1
H -18.098 -13.221 -6.631 -0.2 0.1 -0.7
H -20.058 -11.737 -4.850 0.4 0.2 0.1
H -20.442 -12.939 -5.983 0.1 -0.3 0.0
H -19.353 -14.694 -4.644 0.1 0.0 -0.3
H -20.147 -13.556 -3.576 0.2 -0.5 0.3
H -18.875 -12.989 -1.536 0.1 -0.1 0.0
H -18.688 -11.616 -2.648 -0.4 -0.2 0.2
H -17.302 -12.171 -1.838 0.1 -0.5 0.1
H -16.476 -14.739 -2.657 -0.1 -0.1 0.3
H -17.450 -15.563 -3.849 -0.2 0.1 -0.1
H -18.154 -15.178 -2.248 0.1 -0.2 0.0
H -15.168 -13.549 -4.159 0.1 -0.1 0.0
C -12.456 -15.810 -3.985 0.0 -1.5 0.2
C -13.403 -16.075 -5.145 0.4 1.0 0.2
O -14.316 -14.976 -5.209 -0.2 -0.3 -0.3
H -11.705 -16.610 -4.024 0.1 0.2 0.1
H -12.949 -15.929 -3.020 -0.1 0.3 0.0
H -11.927 -14.863 -4.029 -0.2 0.2 -0.2
H -13.966 -17.007 -5.080 0.2 -0.1 0.4
H -12.761 -16.146 -6.034 -0.4 0.2 -0.3
H -15.126 -15.288 -5.655 0.2 0.2 -0.1
C -12.917 -13.436 -8.100 -0.5 -0.2 -0.7
C -12.685 -12.150 -8.885 -0.8 0.9 0.7
O -11.877 -12.280 -10.056 -0.2 -0.1 0.2
H -12.762 -13.309 -7.031 0.5 -0.2 0.0
H -12.346 -14.237 -8.574 0.4 0.0 0.5
H -13.957 -13.760 -8.187 0.0 0.1 -0.1
H -12.272 -11.385 -8.215 0.4 -0.1 -0.2
H -13.645 -11.709 -9.182 0.0 -0.2 0.0
H -12.393 -11.875 -10.760 0.2 0.0 -0.2
```
Forces are in eV/Å.

Here are the Mulliken charges for atoms 1 to 4, given in e: number 1, C, carries -0.05; number 2, C, carries 1.46; number 3, C, carries -1.74; number 4, C, carries -0.69

***

# 2
Density functional theory data (ωB97M-V/def2-TZVPD) for 8 unconnected molecules or ions with the total composition C49H108F3N7O6S at a distorted geometry.

## Properties
2S+1 ... 2
Charge ... +3
Electronic energy ... -3463.0773 a.u.

The geometry in XYZ format:
```
174
Properties=species:S:1:pos:R:3:forces:R:3
C 13.588 -6.445 25.854 -1.0 0.1 0.2
C 14.721 -6.732 24.944 1.1 -1.3 -0.1
C 14.332 -7.557 23.676 0.9 -0.4 1.8
N 15.576 -8.130 22.992 -0.1 0.6 -2.1
C 16.506 -7.034 22.451 -1.4 -0.3 1.3
C 16.377 -9.113 23.819 -0.1 -1.0 0.1
C 15.752 -10.518 23.591 -0.7 0.2 0.4
C 14.815 -10.379 22.381 1.0 0.0 -0.9
C 15.171 -9.022 21.746 -0.3 0.1 1.2
H 13.105 -7.340 26.247 -0.1 -0.1 -0.3
H 12.875 -5.855 25.278 -0.4 0.3 0.7
H 13.984 -5.957 26.744 -0.3 0.5 -0.2
H 15.391 -7.313 25.578 0.4 -0.3 -0.4
H 15.268 -5.803 24.780 -0.1 0.0 -0.7
H 13.620 -7.006 23.061 0.7 0.0 -0.7
H 13.817 -8.471 23.971 -0.2 0.1 0.4
H 15.878 -6.319 21.919 0.2 -0.1 -0.3
H 17.266 -7.524 21.843 0.0 0.3 -0.2
H 16.904 -6.528 23.331 0.3 0.0 -0.1
H 17.394 -9.018 23.437 -0.1 -0.3 -0.2
H 16.452 -8.924 24.890 -0.4 0.6 -0.2
H 16.473 -11.328 23.484 0.2 0.3 -0.2
H 15.108 -10.855 24.403 0.3 0.4 0.5
H 15.104 -11.186 21.707 -0.3 0.1 -0.3
H 13.762 -10.508 22.632 0.1 0.3 0.0
H 16.041 -9.026 21.091 0.3 -0.4 0.2
H 14.396 -8.545 21.145 -0.2 0.2 0.5
C 14.877 -13.655 14.289 0.2 -0.7 1.3
C 13.940 -13.780 15.564 0.3 -0.2 -0.3
C 14.404 -12.936 16.783 -1.1 0.3 -1.1
N 13.683 -13.229 18.100 0.8 1.3 0.5
C 14.338 -14.422 18.779 -1.4 0.1 -0.5
C 12.157 -13.290 17.944 -0.2 -1.4 -0.3
C 11.543 -12.606 19.168 0.4 -0.9 -1.0
C 12.447 -11.421 19.271 -0.2 0.6 -0.4
C 13.829 -11.993 19.030 0.2 0.2 1.0
H 14.552 -12.953 13.520 -0.1 -0.1 0.3
H 15.052 -14.636 13.847 -0.6 0.0 -0.2
H 15.896 -13.423 14.599 0.1 0.5 0.1
H 13.829 -14.816 15.886 0.5 -0.2 -0.2
H 12.924 -13.539 15.251 0.0 0.4 0.2
H 14.142 -11.905 16.544 0.1 0.2 0.1
H 15.483 -12.978 16.931 -0.1 -0.3 0.3
H 14.021 -15.278 18.184 0.2 -0.2 0.1
H 13.900 -14.460 19.777 0.2 -0.2 0.0
H 15.424 -14.338 18.833 -0.2 0.5 0.0
H 11.848 -14.326 17.809 0.2 -0.1 0.2
H 11.911 -12.817 16.993 0.0 0.4 0.3
H 11.665 -13.239 20.047 -0.1 -0.1 0.1
H 10.484 -12.386 19.030 0.1 0.0 0.0
H 12.315 -10.994 20.265 0.4 0.5 -0.2
H 12.249 -10.719 18.461 -0.4 0.3 0.3
H 14.161 -12.286 20.026 0.6 -0.6 -0.4
H 14.535 -11.268 18.624 0.0 -0.3 -0.1
C 20.553 -9.512 22.137 -0.2 0.2 0.7
C 20.518 -8.121 21.537 1.2 0.9 -0.5
C 21.366 -7.063 22.280 0.4 1.3 0.3
N 21.133 -5.561 21.862 -2.5 -1.2 -2.4
C 21.293 -5.414 20.321 -0.4 -0.8 1.0
C 21.933 -4.539 22.618 0.9 -0.3 0.0
C 20.953 -3.796 23.505 -0.9 0.3 -1.3
C 19.662 -3.813 22.613 0.6 0.0 2.2
C 19.649 -5.234 22.162 -0.4 0.7 -0.7
H 20.458 -9.369 23.213 -0.4 -0.6 0.2
H 21.438 -10.133 22.001 0.3 0.5 -0.3
H 19.723 -10.073 21.708 -0.2 -0.1 0.3
H 19.494 -7.762 21.432 -0.3 -0.1 0.1
H 20.872 -8.202 20.509 0.1 0.3 -0.2
H 22.443 -7.225 22.229 0.0 -0.1 -0.4
H 21.180 -6.926 23.346 -0.4 -0.8 0.2
H 20.547 -6.035 19.826 0.1 -0.6 0.3
H 22.299 -5.775 20.106 0.0 0.6 -0.4
H 20.966 -4.441 19.953 0.9 0.4 0.5
H 22.426 -3.909 21.878 0.1 0.0 0.2
H 22.657 -5.139 23.168 0.3 0.5 0.1
H 21.154 -2.747 23.722 0.7 -0.4 0.3
H 20.831 -4.432 24.382 -0.4 0.5 0.3
H 19.648 -3.077 21.808 0.3 -0.1 0.0
H 18.812 -3.605 23.262 -0.2 0.0 -0.2
H 19.000 -5.219 21.286 0.3 -1.1 -0.4
H 19.233 -5.899 22.919 0.4 -0.1 0.0
C 11.463 -16.564 20.828 -0.4 -0.1 -0.2
C 12.888 -16.918 21.255 -0.8 0.3 0.0
C 13.528 -17.909 20.295 0.8 -1.6 0.5
N 14.955 -18.371 20.802 1.6 2.0 0.9
C 15.849 -17.083 20.822 -1.2 0.0 0.6
C 15.008 -19.217 22.126 -1.1 -0.4 0.3
C 14.701 -20.661 21.660 0.0 0.1 -1.1
C 14.932 -20.655 20.131 2.3 -0.1 -0.3
C 15.705 -19.328 19.907 -2.9 0.2 -1.4
H 10.834 -17.450 20.748 0.0 0.0 -0.1
H 11.430 -16.028 19.879 0.1 -0.1 -0.3
H 10.946 -15.902 21.523 0.3 -0.1 0.3
H 12.818 -17.285 22.279 0.3 -0.3 -0.1
H 13.410 -15.964 21.337 0.5 -0.3 -0.2
H 13.524 -17.647 19.237 1.1 1.1 0.0
H 12.994 -18.836 20.086 -0.5 -0.3 1.3
H 16.888 -17.357 21.004 -0.3 0.0 -0.1
H 15.509 -16.324 21.527 0.1 -0.7 0.8
H 15.692 -16.502 19.914 0.3 -0.8 -0.6
H 15.946 -19.056 22.656 0.3 0.0 -0.7
H 14.290 -18.993 22.915 -0.3 0.9 -0.5
H 15.359 -21.436 22.054 -0.2 0.3 0.6
H 13.657 -20.923 21.831 0.2 0.0 0.4
H 15.669 -21.412 19.863 -0.2 -0.4 0.1
H 14.083 -20.889 19.488 -0.1 0.7 0.2
H 16.776 -19.329 20.112 -0.3 -0.2 0.5
H 15.557 -18.877 18.926 0.3 -0.4 -0.4
C 19.442 -17.275 19.314 0.4 1.1 -0.1
C 20.261 -16.432 20.342 -0.6 -1.5 0.1
C 19.395 -16.204 21.543 0.7 1.2 2.1
N 20.194 -15.515 22.721 -0.8 -0.4 -0.3
C 20.846 -14.199 22.185 -0.2 -1.7 0.6
C 21.205 -16.470 23.389 1.1 1.0 0.4
C 20.644 -17.106 24.686 -1.4 -0.5 -1.8
C 19.231 -16.547 24.743 -1.1 0.3 0.5
C 19.210 -15.294 23.882 0.2 0.9 0.1
H 18.652 -16.683 18.853 0.1 0.4 -0.1
H 18.888 -18.098 19.765 0.6 -0.3 0.1
H 20.106 -17.585 18.507 -0.2 -0.4 0.1
H 20.734 -15.534 19.944 -0.5 0.0 -0.3
H 21.070 -17.050 20.731 0.3 -0.1 -0.4
H 19.064 -17.122 22.028 0.0 -0.3 -0.3
H 18.513 -15.575 21.422 0.1 0.2 -0.3
H 21.651 -14.481 21.506 0.0 -0.1 0.1
H 21.289 -13.695 23.044 -0.3 0.2 -0.1
H 20.095 -13.635 21.632 -0.1 0.1 0.4
H 22.006 -15.794 23.688 0.3 -0.2 -0.3
H 21.567 -17.202 22.668 0.0 0.2 0.1
H 21.149 -16.908 25.632 0.5 0.0 -0.6
H 20.509 -18.165 24.470 0.6 -0.1 0.6
H 18.968 -16.379 25.788 -0.1 0.7 -0.1
H 18.420 -17.223 24.469 0.3 -0.3 -0.5
H 19.628 -14.449 24.429 0.0 0.0 0.1
H 18.234 -14.984 23.508 0.0 -0.1 0.0
C 21.246 -11.159 18.496 1.1 -1.0 0.4
C 20.611 -10.471 17.320 -1.0 0.0 0.3
C 19.242 -9.972 17.854 -0.6 0.4 -0.3
N 18.181 -9.554 16.821 -1.3 0.5 -0.3
C 18.693 -8.273 16.106 -0.1 -0.8 -0.2
C 17.729 -10.620 15.766 2.1 0.0 0.5
C 16.552 -10.056 15.072 0.0 -0.4 -1.7
C 15.839 -9.306 16.156 -0.1 1.3 0.6
C 16.741 -9.412 17.404 0.5 0.2 -0.2
H 21.811 -10.423 19.068 -0.3 -0.1 0.5
H 21.995 -11.894 18.202 0.1 0.1 -0.3
H 20.553 -11.746 19.098 -0.2 0.4 0.2
H 20.499 -11.156 16.479 -0.1 0.0 0.0
H 21.339 -9.704 17.053 -0.6 0.4 -0.4
H 19.314 -9.118 18.527 0.4 0.7 -0.3
H 18.778 -10.637 18.582 -0.2 -0.9 -0.7
H 19.672 -8.552 15.718 -0.2 0.1 -0.3
H 18.830 -7.380 16.716 -0.2 -0.6 0.8
H 18.016 -7.955 15.313 0.1 -0.5 0.0
H 18.601 -10.846 15.153 -0.2 -0.3 0.0
H 17.341 -11.470 16.328 0.8 -0.2 0.3
H 16.845 -9.460 14.207 0.0 0.5 0.3
H 15.993 -10.844 14.568 -0.2 -0.3 0.4
H 15.783 -8.274 15.807 -0.3 0.2 0.5
H 14.826 -9.632 16.392 0.1 -0.1 -0.1
H 16.650 -8.615 18.142 0.3 0.3 -0.2
H 16.565 -10.348 17.934 0.2 0.0 0.1
N 17.187 -12.859 20.517 0.1 0.8 2.6
O 16.516 -13.808 20.916 -0.8 -1.8 -0.4
O 17.985 -12.341 21.297 1.6 0.3 0.8
O 16.987 -12.312 19.455 -0.8 0.5 -3.3
C 13.667 -14.208 23.811 0.8 -2.8 2.5
F 14.092 -13.978 22.580 -0.5 0.7 -0.9
F 13.327 -13.128 24.470 -0.3 1.2 -0.6
F 12.573 -15.032 23.789 0.6 0.8 -0.7
S 15.023 -15.076 24.823 -0.6 -1.5 2.7
O 14.515 -15.046 26.194 -0.1 0.4 -1.5
O 15.063 -16.452 24.303 0.2 1.0 -1.0
O 16.229 -14.287 24.668 0.1 0.2 -1.1
```
Forces are in eV/Å.

Here are the Mulliken charges for atoms 1 to 4, given in e: number 1, C, carries -1.55; number 2, C, carries -0.17; number 3, C, carries -0.64; number 4, N, carries 1.30

***

How do the records compare in relative energy (zero: lowest compared OMol25 entry of this formula, charge and spin)? In the order shown, they have 25.94; 0.00 kcal/mol.